Arrangement P

This record from the OMol25 dataset describes one molecule with the formula C2H3NO2. The level of theory is ωB97M-V with the def2-TZVPD basis set.

## Properties
- HOMO energy: -10.46 eV
- Structure (SMILES): C=NOC=O

ORCA input file:
```
! RIJCOSX wB97M-V def2-TZVPD def2/J DEFGRID3
* xyz 0 1
C -2.2962 -0.0877 0.2492
C 1.1201 0.1999 -0.0848
H -2.4459 -1.1144 0.4329
H -2.9750 0.6484 0.1850
H 0.7909 1.2442 0.0224
N -1.0349 0.4584 -0.1713
O 0.0096 -0.5311 -0.2854
O 2.3567 -0.0515 0.2321
*
```



Arrangement Q

This record from the OMol25 dataset describes a 2-piece molecular cluster, C2H3NO2 overall. The level of theory is ωB97M-V with the def2-TZVPD basis set.

## Properties
- HOMO energy: -9.51 eV

ORCA input file:
```
! RIJCOSX wB97M-V def2-TZVPD def2/J DEFGRID3
* xyz 0 1
C 1.0855 0.2142 -0.6801
C -2.0298 -0.2777 0.1860
N 0.9207 0.4977 0.5725
O -2.4677 -0.4880 -0.8150
O 0.3169 -0.3372 1.4189
H 1.5716 0.9106 -1.2888
H 1.0210 -0.6507 -1.1587
H -0.4181 0.1310 1.7651
*
```



Arrangement R

This record from the OMol25 dataset describes one molecule with the formula C2H3NO2. The level of theory is ωB97M-V with the def2-TZVPD basis set.

## Properties
- HOMO energy: -11.75 eV
- Structure (SMILES): N#CC(O)O

ORCA input file:
```
! RIJCOSX wB97M-V def2-TZVPD def2/J DEFGRID3
* xyz 0 1
C 0.6435 -0.9739 -0.6066
C -0.2235 -0.1065 0.2258
N 1.1055 -1.6879 -1.3675
O -0.3930 1.2112 -0.3097
O 0.3601 0.1940 1.4764
H -1.1503 -0.6540 0.2080
H -1.2687 1.0566 -0.8323
H 0.9263 0.9604 1.2059
*
```



Relative energies with respect to the most stable structure, expressed in hartree: arrangement P 0.0930; arrangement Q 0.0674; arrangement R 0.0000.



Arrangement P

This record from the OMol25 dataset describes one molecule with the formula C2H3NO2. The level of theory is ωB97M-V with the def2-TZVPD basis set.

## Properties
- HOMO energy: -10.41 eV
- Structure (SMILES): O=CNC=O

ORCA input file:
```
! RIJCOSX wB97M-V def2-TZVPD def2/J DEFGRID3
* xyz 0 1
C -0.7787 -0.3039 -0.9177
C 0.6885 0.5861 0.8260
H -1.4533 -1.2120 -1.1078
H 0.5735 -1.4198 0.3166
H 0.2158 1.5687 0.4998
N 0.1367 -0.4734 0.1212
O -1.0520 0.8025 -1.3336
O 1.6696 0.4519 1.5955
*
```



Arrangement Q

This record from the OMol25 dataset describes one molecule with the formula C2H3NO2. The level of theory is ωB97M-V with the def2-TZVPD basis set.

## Properties
- HOMO energy: -10.62 eV
- Structure (SMILES): [H]/N=C/OC=O

ORCA input file:
```
! RIJCOSX wB97M-V def2-TZVPD def2/J DEFGRID3
* xyz 0 1
N 0.9667 -0.1629 1.0734
C 0.9140 0.1203 -0.1474
O -0.2560 0.5664 -0.7164
C -1.4589 0.0479 -0.3136
O -1.6458 -1.0449 0.1232
H 1.9017 -0.4473 1.3517
H 1.7141 0.1257 -0.8957
H -2.2393 0.7947 -0.5089
*
```



Relative energies with respect to the most stable structure, expressed in hartree: arrangement P 0.0000; arrangement Q 0.0171.



Arrangement P

This record from the OMol25 dataset describes a 2-piece molecular cluster, C2H3NO2 overall. The level of theory is ωB97M-V with the def2-TZVPD basis set.

## Properties
- HOMO energy: -11.02 eV
- Structure (SMILES): O=CO.C#N

ORCA input file:
```
! RIJCOSX wB97M-V def2-TZVPD def2/J DEFGRID3
* xyz 0 1
C 0.9931 0.3676 0.2399
O 0.7873 0.0572 -0.9492
O 0.1980 1.2209 0.8970
C -1.3638 -1.0052 -0.9660
N -2.2184 -0.9676 -1.7617
H 0.5778 1.4905 1.7550
H 1.8987 0.1093 0.8036
H -0.8726 -1.2728 -0.0186
*
```



Arrangement Q

This record from the OMol25 dataset describes one molecule with the formula C2H3NO2. The level of theory is ωB97M-V with the def2-TZVPD basis set.

## Properties
- HOMO energy: -9.80 eV
- Structure (SMILES): O=CN1CO1

ORCA input file:
```
! RIJCOSX wB97M-V def2-TZVPD def2/J DEFGRID3
* xyz 0 1
C -0.5819 1.1885 -0.1401
C 0.5278 -1.0110 0.2291
N -0.6128 -0.2877 -0.2165
O -0.1682 1.6803 0.8535
O 0.2235 -0.9793 -1.1224
H -0.8540 1.8288 -1.0631
H 1.4212 -0.5389 0.7229
H 0.0444 -1.8808 0.7365
*
```



Arrangement R

This record from the OMol25 dataset describes one molecule with the formula C2H3NO2. The level of theory is ωB97M-V with the def2-TZVPD basis set.

## Properties
- HOMO energy (spin up / spin down): -8.92 / -8.92 eV

ORCA input file:
```
! RIJCOSX wB97M-V def2-TZVPD def2/J DEFGRID3
* xyz 0 1
C -0.9782 0.0806 -0.0163
C 0.3348 0.7506 0.1643
N 0.3127 -1.4554 0.0803
O -2.1380 0.1207 -0.0494
O 1.2204 -0.3142 -0.0003
H 0.5587 1.5657 -0.5344
H 0.3394 1.1385 1.1981
H 0.3501 -1.8867 -0.8422
*
```



Relative energies with respect to the most stable structure, expressed in hartree: arrangement P 0.0000; arrangement Q 0.0796; arrangement R 0.0987.



Arrangement P

This record from the OMol25 dataset describes one molecule with the formula C2H3NO2. The level of theory is ωB97M-V with the def2-TZVPD basis set.

## Properties
- HOMO energy: -9.31 eV

ORCA input file:
```
! RIJCOSX wB97M-V def2-TZVPD def2/J DEFGRID3
* xyz 0 1
N 0.6714 -0.7652 -0.8136
C -0.5142 -0.1723 -0.5298
O -1.3481 0.2467 -1.2725
C -0.0657 0.9563 1.2783
O -0.7383 -0.0971 0.8843
H 0.9811 -0.6050 -1.7608
H 1.3948 -0.6785 -0.1127
H -0.3809 1.1151 2.3267
*
```



Arrangement Q

This record from the OMol25 dataset describes one molecule with the formula C2H3NO2. The level of theory is ωB97M-V with the def2-TZVPD basis set.

## Properties
- HOMO energy: -10.52 eV
- Structure (SMILES): O=CNC=O

ORCA input file:
```
! RIJCOSX wB97M-V def2-TZVPD def2/J DEFGRID3
* xyz 0 1
O -0.3115 1.4667 -1.1024
C 0.5382 1.0059 -0.3790
N 0.3526 -0.1064 0.4157
C -0.8168 -0.8687 0.2411
O -0.8130 -2.0623 0.1270
H 1.5772 1.3736 -0.2963
H 1.1833 -0.5731 0.7548
H -1.7101 -0.2357 0.2392
*
```



Relative energies with respect to the most stable structure, expressed in hartree: arrangement P 0.0959; arrangement Q 0.0000.



Arrangement P

This record from the OMol25 dataset describes C2H3NO2 as an isolated structure. The level of theory is ωB97M-V with the def2-TZVPD basis set.

## Properties
- HOMO energy: -10.74 eV

ORCA input file:
```
! RIJCOSX wB97M-V def2-TZVPD def2/J DEFGRID3
* xyz 0 1
C -1.9278 0.0917 0.0116
C -0.1007 -0.5802 0.0070
N -0.7162 0.7184 0.0824
O -3.1212 0.2726 -0.0099
O -1.4030 -1.1878 -0.0291
H 0.5302 -0.9672 -0.9498
H 0.5416 -0.7397 0.8246
H -0.5372 1.4257 -0.6497
*
```



Arrangement Q

This record from the OMol25 dataset describes one molecule with the formula C2H3NO2. The level of theory is ωB97M-V with the def2-TZVPD basis set.

## Properties
- HOMO energy: -10.14 eV
- Structure (SMILES): O=CNC=O

ORCA input file:
```
! RIJCOSX wB97M-V def2-TZVPD def2/J DEFGRID3
* xyz 0 1
O -1.5087 0.4558 1.1701
C -0.5017 0.9027 0.7056
N 0.4608 0.1529 0.0236
C 0.1868 -1.0377 -0.6717
O -0.8969 -1.5255 -0.7925
H -0.2324 1.9711 0.7684
H 1.3673 0.5589 -0.1542
H 1.1248 -1.4781 -1.0493
*
```



Arrangement R

This record from the OMol25 dataset describes one molecule with the formula C2H3NO2. The level of theory is ωB97M-V with the def2-TZVPD basis set.

## Properties
- HOMO energy: -9.36 eV
- Structure (SMILES): O=C[C@H]1NO1

ORCA input file:
```
! RIJCOSX wB97M-V def2-TZVPD def2/J DEFGRID3
* xyz 0 1
C -0.3381 -1.4348 -0.1220
C 0.1940 0.2819 0.3588
N 0.2309 1.2365 -0.6751
O -0.4757 -2.3371 0.6450
O -0.8336 1.1373 0.3050
H -0.1336 -1.3784 -1.1869
H 0.6910 0.3179 1.3574
H 0.6651 2.1768 -0.6823
*
```



Arrangement S

This record from the OMol25 dataset describes one molecule with the formula C2H3NO2. The level of theory is ωB97M-V with the def2-TZVPD basis set.

## Properties
- HOMO energy: -9.62 eV
- Structure (SMILES): C1=NOCO1

ORCA input file:
```
! RIJCOSX wB97M-V def2-TZVPD def2/J DEFGRID3
* xyz 0 1
C 1.0900 0.2711 -0.1388
C -0.9189 -0.1033 0.6949
H 1.5644 1.0437 -0.6663
H 1.7529 -0.5956 0.2400
H -1.3672 -0.0336 1.6590
N -0.9459 -0.5939 -0.3856
O 0.2562 0.6892 0.8738
O 0.1994 -0.3472 -1.1076
*
```



Relative energies with respect to the most stable structure, expressed in hartree: arrangement P 0.0305; arrangement Q 0.0000; arrangement R 0.1735; arrangement S 0.1088.



Arrangement P

This record from the OMol25 dataset describes one molecule with the formula C2H3NO2. The level of theory is ωB97M-V with the def2-TZVPD basis set.

## Properties
- HOMO energy: -10.05 eV
- Structure (SMILES): O=C/C=N\O

ORCA input file:
```
! RIJCOSX wB97M-V def2-TZVPD def2/J DEFGRID3
* xyz 0 1
C -0.6830 -0.1055 0.1483
C -0.3282 1.1803 -0.5771
H 1.6695 -1.8493 0.8779
H -1.6954 -0.4598 0.1624
H -1.2085 1.9021 -0.7651
N 0.0201 -1.1180 0.5527
O 1.3714 -0.9098 0.6151
O 0.8540 1.3600 -1.0142
*
```



Arrangement Q

This record from the OMol25 dataset describes a 2-piece molecular cluster, C2H3NO2 overall. The level of theory is ωB97M-V with the def2-TZVPD basis set.

## Properties
- HOMO energy: -8.66 eV

ORCA input file:
```
! RIJCOSX wB97M-V def2-TZVPD def2/J DEFGRID3
* xyz 0 1
N 0.5397 0.4818 -1.2974
C -0.0141 0.0389 -0.1834
O -1.2969 -0.2248 -0.2622
C -0.1430 -0.5659 1.9158
O 0.7947 -0.5312 2.5717
H 0.0478 0.6305 -2.1712
H 1.5242 0.6953 -1.2600
H -1.4523 -0.5247 0.6867
*
```



Arrangement R

This record from the OMol25 dataset describes a 2-piece molecular cluster, C2H3NO2 overall. The level of theory is ωB97M-V with the def2-TZVPD basis set.

## Properties
- HOMO energy: -9.06 eV
- Structure (SMILES): C=C=O.N=O

ORCA input file:
```
! RIJCOSX wB97M-V def2-TZVPD def2/J DEFGRID3
* xyz 0 1
C -1.0247 -0.9523 0.3974
C -1.1419 -0.1412 -0.6079
N 1.8323 1.1234 0.4147
O -0.9443 -1.6913 1.3031
O 1.1690 0.5485 -0.4558
H -1.7653 0.7126 -0.2245
H -0.7711 -0.0779 -1.6227
H 2.6460 0.4782 0.7956
*
```



Relative energies with respect to the most stable structure, expressed in hartree: arrangement P 0.0399; arrangement Q 0.0000; arrangement R 0.0934.



Arrangement P

This record from the OMol25 dataset describes one molecule with the formula C2H3NO2. The level of theory is ωB97M-V with the def2-TZVPD basis set.

## Properties
- HOMO energy: -9.62 eV
- Structure (SMILES): C1=NOOC1

ORCA input file:
```
! RIJCOSX wB97M-V def2-TZVPD def2/J DEFGRID3
* xyz 0 1
C 0.1333 -0.9566 -0.0063
C 0.5048 0.6717 0.0017
N -1.1108 -1.0224 0.0008
O -0.7342 1.2420 -0.0057
O -1.7631 0.0561 0.0061
H 0.8281 -1.7654 -0.0137
H 1.0601 0.8851 0.9208
H 1.0818 0.8894 -0.9036
*
```



Arrangement Q

This record from the OMol25 dataset describes one molecule with the formula C2H3NO2. The level of theory is ωB97M-V with the def2-TZVPD basis set.

## Properties
- HOMO energy: -10.10 eV
- Structure (SMILES): O=CNC=O

ORCA input file:
```
! RIJCOSX wB97M-V def2-TZVPD def2/J DEFGRID3
* xyz 0 1
O -1.3759 1.0778 0.9072
C -1.2217 0.2391 0.0680
N -0.0061 -0.3753 -0.2802
C 1.2733 0.0031 0.1935
O 1.4558 1.0157 0.7830
H -2.0170 -0.1667 -0.5837
H -0.1364 -1.0505 -1.0066
H 2.0280 -0.7432 -0.0812
*
```



Arrangement R

This record from the OMol25 dataset describes one molecule with the formula C2H3NO2. The level of theory is ωB97M-V with the def2-TZVPD basis set.

## Properties
- HOMO energy: -9.22 eV
- Structure (SMILES): C1=NOCO1

ORCA input file:
```
! RIJCOSX wB97M-V def2-TZVPD def2/J DEFGRID3
* xyz 0 1
C -1.0637 -0.0496 0.0222
C 1.1548 0.4740 -0.0693
H -1.4168 -0.0871 0.9528
H -1.7702 -0.2188 -0.7989
H 2.0914 0.9723 0.0307
N 1.2699 -0.8709 0.0144
O -0.0992 1.0172 -0.0657
O -0.1661 -1.2370 -0.0862
*
```



Relative energies with respect to the most stable structure, expressed in hartree: arrangement P 0.1693; arrangement Q 0.0000; arrangement R 0.1135.



Arrangement P

This record from the OMol25 dataset describes one molecule with the formula C3H9O3P. The level of theory is ωB97M-V with the def2-TZVPD basis set.

## Properties
- HOMO energy: -8.20 eV
- Structure (SMILES): C[C@H](O)C(O)(O)P

ORCA input file:
```
! RIJCOSX wB97M-V def2-TZVPD def2/J DEFGRID3
* xyz 0 1
C 2.0131 0.1256 -0.1216
C 0.5885 0.5766 -0.3541
C -0.4675 -0.4398 0.1743
O 0.4385 1.9059 0.0874
O -0.3465 -0.7886 1.4785
O -0.6690 -1.6199 -0.6244
P -2.4079 0.6153 -0.2270
H 2.1793 -0.0424 0.9449
H 2.1516 -0.7879 -0.7305
H 2.7350 0.9290 -0.2484
H 0.4246 0.6940 -1.4738
H 0.9929 2.1849 0.8073
H -0.6246 -1.7399 1.5918
H -0.8926 -1.4237 -1.5439
H -3.1199 0.3279 0.9912
H -2.9956 -0.5169 -0.7517
*
```



Arrangement Q

This record from the OMol25 dataset describes a 3-piece molecular cluster, C3H9O3P overall. The level of theory is ωB97M-V with the def2-TZVPD basis set.

## Properties
- HOMO energy: -8.04 eV
- Structure (SMILES): C=POC.C=O.O

ORCA input file:
```
! RIJCOSX wB97M-V def2-TZVPD def2/J DEFGRID3
* xyz 0 1
C 0.4235 -0.8134 1.7918
C -1.5874 1.6466 -0.2465
C -0.6632 -2.2749 -1.3163
O 2.6023 -1.8058 -2.2113
O -0.9449 1.0037 0.8742
O -0.6117 -1.1078 -1.0363
P 0.4685 0.3287 0.5709
H 1.1377 -1.6076 2.0046
H -0.3860 -0.9598 2.4156
H -2.4908 1.2506 -0.6533
H -0.8716 1.9062 -0.9974
H -1.8307 2.7162 0.1267
H 2.5009 -1.3928 -3.0060
H -1.3837 -2.9967 -0.8297
H 0.2088 -2.5538 -2.0102
H 3.2371 -1.1987 -1.6667
*
```



Relative energies with respect to the most stable structure, expressed in hartree: arrangement P 0.0000; arrangement Q 0.0402.